(1)
{"formula": "C17H19N7O2S2", "method": "ωB97M-V/def2-TZVPD", "lumo_energy_ha": 0.0193, "gap_ev": 8.66, "multiplicity": 1, "homo_energy_ev": -8.13, "molar_mass_g_mol": 417.52, "relative_energy_kj_mol": 7.7, "e_tot_ha": -1989.40925, "elements": ["C", "C", "O", "C", "C", "C", "C", "C", "C", "H", "H", "N", "C", "N", "C", "N", "C", "C", "C", "O", "N", "H", "H", "C", "H", "H", "S", "C", "N", "N", "C", "C", "H", "H", "H", "S", "N", "H", "H", "H", "H", "H", "H", "H", "H", "H", "H"], "coordinates": [[-7.9517, -1.6886, -1.5335], [-7.6930, -1.9523, -0.0529], [-6.3561, -2.3309, 0.2074], [-5.3701, -1.3955, 0.2018], [-5.5484, -0.0216, 0.0837], [-4.4591, 0.8337, 0.1213], [-3.1710, 0.3382, 0.2860], [-2.9902, -1.0435, 0.3790], [-4.0704, -1.8933, 0.3409], [-3.9393, -2.9606, 0.4182], [-1.9909, -1.4395, 0.4827], [-2.0353, 1.1514, 0.3082], [-1.8634, 2.3868, 0.8044], [-0.7379, 3.0558, 0.7072], [0.3543, 2.5612, 0.0972], [0.4284, 1.3644, -0.4476], [1.6015, 0.9811, -1.0059], [2.7116, 1.7653, -1.0323], [2.6747, 3.0839, -0.4510], [3.5794, 3.8908, -0.3971], [1.4249, 3.3962, 0.0941], [1.3133, 4.3053, 0.5258], [3.6351, 1.4272, -1.4709], [1.5906, -0.4045, -1.5673], [2.3847, -0.5620, -2.2922], [0.6133, -0.6506, -1.9799], [1.8535, -1.6239, -0.2208], [3.5769, -1.6045, -0.1476], [4.3509, -1.0134, -0.9932], [5.6382, -1.1700, -0.7277], [5.8987, -1.8733, 0.3087], [7.2545, -2.1877, 0.8020], [7.9862, -1.7375, 0.1367], [7.4047, -3.2658, 0.8343], [7.3900, -1.7955, 1.8089], [4.4396, -2.4556, 1.1241], [-2.8842, 3.0202, 1.4363], [-3.6147, 2.4588, 1.8423], [-2.6232, 3.8654, 1.9159], [-1.1474, 0.7828, -0.0763], [-4.6192, 1.8916, -0.0194], [-6.5295, 0.4069, -0.0459], [-7.9762, -1.0840, 0.5551], [-8.2847, -2.8098, 0.2791], [-7.6991, -2.5726, -2.1134], [-9.0016, -1.4543, -1.6858], [-7.3481, -0.8590, -1.8934]], "atomic_forces_ev_per_a": [[0.22, -0.07, 0.36], [-0.39, 0.10, -0.22], [0.27, -0.09, 0.05], [0.23, 0.07, 0.01], [-0.29, -0.28, 0.05], [0.30, -0.04, -0.03], [-0.55, -0.10, 0.10], [-0.10, 0.19, 0.03], [-0.26, 0.02, -0.09], [0.03, -0.13, 0.01], [0.11, -0.05, 0.06], [0.38, 0.11, -0.03], [0.14, -0.16, -0.11], [-0.03, 0.60, 0.26], [-0.01, -0.28, -0.06], [-0.29, -0.01, 0.11], [0.60, 0.34, -0.13], [-0.11, -0.25, -0.17], [-0.14, -0.07, 0.03], [0.18, 0.17, 0.00], [-0.05, 0.11, 0.04], [0.03, -0.12, -0.05], [0.05, -0.02, -0.03], [0.30, -0.24, 0.27], [-0.11, 0.00, -0.07], [0.05, 0.03, -0.03], [-0.61, 0.03, -0.15], [0.34, -0.40, 0.52], [-1.48, 0.20, -0.37], [1.75, 0.08, -0.06], [-0.63, -0.41, 0.55], [0.18, -0.09, 0.14], [0.02, 0.01, -0.01], [0.09, -0.03, 0.01], [0.09, 0.00, 0.04], [0.18, 0.61, -0.83], [-0.23, -0.11, 0.04], [-0.01, 0.06, 0.00], [0.06, -0.06, 0.00], [-0.16, 0.12, 0.00], [-0.01, 0.07, -0.02], [-0.10, -0.01, -0.03], [0.04, -0.11, 0.01], [0.05, 0.18, 0.01], [0.00, -0.07, -0.07], [-0.12, 0.04, -0.05], [0.00, 0.07, -0.07]], "mulliken_charge": [-1.0304, -0.4222, -0.4668, 0.7294, -0.1254, -0.6654, -0.0718, -0.7875, -0.6240, 0.4242, 0.5222, 0.0122, 0.5091, -0.5524, 0.0222, -0.4450, 0.4678, -0.3803, 0.1251, -0.6831, -0.0628, 0.2575, 0.5087, -1.0974, 0.5331, 0.4599, -0.1274, 0.3712, 0.0770, -0.7610, 0.5404, -0.9705, 0.2903, 0.2969, 0.2868, -0.1876, -0.4452, 0.2809, 0.2732, 0.3600, 0.5635, 0.3526, 0.3348, 0.3139, 0.3024, 0.3539, 0.3368]}

(2)
{"formula": "C28H61AsF7O19S6", "method": "ωB97M-V/def2-TZVPD", "lumo_energy_ha": 0.0675, "gap_ev": 9.56, "multiplicity": 1, "homo_energy_ev": -7.73, "molar_mass_g_mol": 1102.09, "total_charge": -1, "e_tot_ha": -7857.01178, "elements": ["As", "F", "F", "F", "F", "F", "F", "C", "C", "C", "O", "C", "H", "H", "H", "H", "H", "H", "H", "H", "O", "S", "O", "O", "C", "C", "C", "H", "H", "H", "H", "H", "H", "H", "H", "O", "S", "O", "O", "C", "C", "C", "H", "H", "H", "H", "H", "H", "H", "H", "O", "S", "O", "O", "C", "C", "C", "H", "H", "H", "H", "H", "H", "H", "H", "O", "S", "O", "O", "C", "C", "C", "H", "H", "H", "H", "H", "H", "H", "H", "O", "S", "O", "O", "C", "C", "C", "H", "H", "H", "H", "H", "H", "H", "H", "O", "S", "O", "O", "C", "C", "C", "H", "H", "H", "H", "H", "H", "H", "H", "F", "C", "C", "C", "C", "C", "C", "H", "H", "H", "H", "H"], "coordinates": [[-2.9562, -17.9268, 16.6753], [-1.2592, -18.4937, 16.7038], [-2.5254, -16.9720, 18.2098], [-4.5398, -17.1975, 16.7077], [-3.4665, -18.8855, 15.2412], [-3.4904, -19.2832, 17.7153], [-2.4085, -16.5098, 15.7937], [-7.2185, -13.6855, 18.7226], [-5.8836, -14.0980, 19.2792], [-4.8561, -13.9725, 18.1803], [-5.5170, -13.1904, 17.2155], [-6.7179, -12.6399, 17.7381], [-8.0475, -13.3032, 19.3182], [-7.6021, -14.4595, 18.0578], [-5.9205, -15.1701, 19.4724], [-5.6919, -13.4844, 20.1595], [-4.6575, -14.9243, 17.6876], [-3.8956, -13.5663, 18.4975], [-7.3043, -12.5199, 16.8272], [-6.4426, -11.6589, 18.1253], [2.3254, -13.0248, 15.7502], [1.2593, -14.0206, 15.8873], [1.2452, -15.2961, 15.2096], [1.0089, -14.1660, 17.4615], [0.0477, -15.1805, 17.9225], [-0.2084, -14.8742, 19.3468], [-0.3857, -13.0579, 15.4965], [0.6344, -16.0961, 17.9974], [-0.8387, -15.3980, 17.3267], [-0.6919, -15.6907, 19.8832], [-0.9623, -14.1128, 19.5469], [0.7511, -14.7271, 19.8425], [-0.3254, -12.7831, 14.4434], [-0.3009, -12.2904, 16.2658], [-1.2338, -13.7293, 15.6308], [-8.2018, -19.6733, 12.3244], [-6.9646, -20.5303, 12.3580], [-6.8138, -21.7500, 11.6675], [-5.6422, -19.6207, 11.9074], [-5.6476, -18.2080, 12.2961], [-4.1565, -17.7170, 12.1713], [-6.4762, -20.9219, 14.1410], [-6.0381, -18.0405, 13.2999], [-6.2457, -17.6865, 11.5488], [-3.4460, -18.1587, 12.8700], [-4.2595, -16.6423, 12.3216], [-3.7588, -17.9801, 11.1912], [-6.6378, -20.1000, 14.8384], [-5.4575, -21.2832, 14.2821], [-7.1829, -21.7004, 14.4284], [3.3206, -19.2649, 16.7477], [2.9075, -20.5201, 17.2883], [3.9256, -21.5294, 17.6195], [2.1333, -20.1480, 18.7128], [1.4779, -18.8320, 18.8402], [0.5985, -18.7400, 20.0767], [1.4938, -21.3525, 16.3580], [0.8546, -18.6270, 17.9698], [2.3021, -18.1192, 18.8644], [1.1707, -19.2154, 20.8734], [-0.3564, -19.2455, 19.9330], [0.4836, -17.6807, 20.3067], [1.0052, -20.5202, 15.8514], [0.7670, -21.7725, 17.0533], [1.9133, -22.0724, 15.6552], [-4.1002, -24.6530, 16.6568], [-2.9599, -24.3263, 17.4969], [-2.4468, -25.2544, 18.4881], [-1.7610, -24.0818, 16.3916], [-2.0653, -23.9282, 14.9854], [-1.8807, -25.3423, 14.3212], [-3.0199, -22.5780, 18.0930], [-1.3152, -23.2470, 14.5836], [-3.0154, -23.5008, 14.6650], [-2.0302, -25.1893, 13.2524], [-2.6475, -26.0143, 14.7066], [-0.8968, -25.7384, 14.5727], [-3.1832, -22.0446, 17.1566], [-2.0947, -22.2675, 18.5785], [-3.9118, -22.3570, 18.6794], [-9.1769, -16.9099, 18.8331], [-8.6430, -18.2794, 18.7731], [-9.0106, -19.2305, 19.7881], [-8.9876, -18.8944, 17.2897], [-9.8338, -18.1997, 16.4652], [-9.8778, -18.9173, 15.0965], [-6.8175, -18.1689, 18.5622], [-9.4385, -17.1873, 16.3828], [-10.8745, -18.1818, 16.7886], [-10.6591, -18.5885, 14.4113], [-10.0431, -19.9885, 15.2117], [-8.9927, -18.9214, 14.4604], [-6.5817, -17.8911, 19.5895], [-6.5729, -17.4038, 17.8253], [-6.5877, -19.2000, 18.2938], [-2.9225, -13.0572, 12.3841], [-3.5611, -12.7308, 13.6675], [-2.9273, -11.9256, 14.6807], [-5.1488, -12.2097, 13.4328], [-5.4781, -10.9955, 14.0498], [-6.5308, -10.3594, 13.0912], [-4.1374, -14.2613, 14.4824], [-4.7157, -10.3005, 14.4018], [-5.8435, -11.2580, 15.0426], [-6.6319, -9.3114, 13.3730], [-7.5017, -10.7979, 13.3217], [-6.2824, -10.4294, 12.0322], [-4.2415, -15.0757, 13.7655], [-5.0514, -14.0231, 15.0265], [-3.2940, -14.5092, 15.1269], [-6.7054, -17.1372, 23.7428], [-5.6717, -16.5755, 23.0974], [-5.0803, -17.2130, 21.9741], [-4.0342, -16.6183, 21.2688], [-3.5929, -15.3438, 21.6422], [-4.1118, -14.7530, 22.8611], [-5.0676, -15.4342, 23.6254], [-5.4007, -18.2264, 21.7824], [-3.3903, -17.1740, 20.6032], [-2.7857, -15.0986, 20.9679], [-3.7782, -13.8420, 23.3358], [-5.5471, -15.0803, 24.5261]], "atomic_forces_ev_per_a": [[0.95, 0.25, 1.48], [-1.63, -0.06, -0.33], [-0.64, -1.10, -1.37], [0.13, -0.37, 0.08], [0.95, 1.01, 1.28], [0.45, 1.03, -0.84], [-0.20, -0.88, -0.17], [-0.08, 0.85, -2.13], [-0.29, -1.43, 1.57], [-0.46, -0.15, -0.37], [0.46, 0.65, -1.18], [0.57, 0.24, -1.17], [0.45, -0.27, 0.56], [-0.26, -0.31, 0.31], [0.02, 0.13, 1.05], [0.42, -0.37, 0.15], [0.16, -0.20, 0.25], [0.01, 0.35, 0.08], [-0.56, 0.26, 0.29], [-0.48, 0.21, 0.54], [-1.18, -1.97, 0.29], [-2.04, 2.38, -0.94], [0.54, 0.82, 0.75], [-0.26, -0.33, -0.57], [1.22, -1.20, 0.38], [-0.99, 0.19, 1.34], [2.23, -1.72, 0.32], [-0.08, -0.25, -0.73], [0.22, 0.65, -0.34], [0.21, -0.66, -0.43], [0.54, 0.79, -0.23], [-0.19, 0.50, 0.14], [0.08, 0.41, 0.33], [-0.41, 0.25, -0.56], [0.24, 0.04, 0.24], [3.28, -2.45, -0.06], [0.26, 3.68, 2.43], [-0.43, -0.73, -0.94], [-1.91, -0.66, 0.76], [1.79, -0.26, -0.76], [-1.43, -0.54, 0.09], [-1.10, 0.28, -0.50], [-0.03, -0.23, 0.00], [-0.12, 0.08, 0.24], [-0.48, 0.10, 0.40], [0.61, 0.05, -0.21], [-0.28, 0.40, -0.20], [-0.05, 0.31, -0.43], [-0.05, 0.07, -0.74], [0.03, -0.11, -0.11], [-0.21, -0.21, -0.73], [-0.06, -1.63, 2.32], [-2.10, 1.63, -0.60], [0.03, -0.58, -0.89], [0.27, 0.08, -0.74], [1.09, -0.66, -0.23], [0.87, 1.38, 0.40], [0.21, -0.10, -0.24], [-0.19, 0.15, 0.06], [-0.29, 0.05, 0.35], [0.03, 0.16, 0.09], [-0.27, -0.11, 0.03], [0.04, -0.07, -0.20], [0.50, -0.17, 0.14], [0.00, 0.11, 0.21], [0.38, 0.39, 1.54], [0.96, 0.08, -1.35], [-0.73, 1.40, -1.13], [-0.69, 0.29, 1.01], [0.91, -1.74, -0.97], [-0.55, 1.50, 0.59], [-0.73, -0.73, -0.76], [0.21, -0.01, 0.29], [-0.34, -0.11, 0.94], [0.22, -0.35, -0.10], [0.02, 0.01, -0.07], [-0.03, 0.06, -0.24], [0.31, 0.14, 0.01], [-0.12, -0.34, -0.08], [0.18, -0.46, 0.30], [0.56, -2.02, -0.06], [0.15, 2.05, -0.97], [0.37, 0.39, -0.82], [1.14, -1.28, 2.52], [-1.15, 0.85, -2.79], [0.38, -0.57, -0.34], [-2.32, -0.49, 0.82], [-0.41, 0.20, -0.23], [0.10, 0.14, 0.59], [-0.24, 0.40, 0.42], [-0.29, -0.08, 0.46], [0.41, 0.58, 0.45], [0.75, -0.09, -0.18], [-0.06, -0.29, 0.11], [0.66, 0.29, 0.05], [-1.10, 1.19, 2.17], [-1.69, -2.55, -0.60], [-0.26, 0.24, -0.99], [3.34, -0.31, -0.69], [-1.76, 1.05, 0.20], [0.16, 0.39, 1.78], [1.24, 0.47, -0.42], [0.87, -0.21, -1.23], [-0.96, -0.04, 0.01], [0.00, 0.19, -0.20], [-0.01, -0.21, -0.45], [0.15, -0.19, 0.25], [-0.14, 0.32, -0.05], [0.33, -0.07, 0.05], [-0.33, -0.19, 0.24], [0.14, -0.09, -0.09], [2.02, -0.10, -1.31], [-0.79, -0.02, 1.06], [-0.31, 0.33, 1.69], [-0.81, -0.62, 1.41], [0.53, -1.07, -0.92], [-1.21, -0.39, -1.28], [-0.12, -0.09, -0.28], [-0.54, -0.08, -0.60], [0.24, 1.37, 0.61], [0.45, 0.23, -0.56], [0.43, 0.50, 0.18]], "mulliken_charge": [2.0503, -0.4709, -0.4335, -0.5321, -0.5345, -0.4989, -0.3683, -0.2741, 0.3501, 0.3373, -0.2900, -0.5508, 0.4447, -0.0668, -0.3833, 0.2336, -0.4206, 0.0921, 0.3160, 0.2262, -0.6665, 1.2500, -0.5773, -0.4672, 0.8491, -1.4326, -0.5045, 0.0047, -0.0834, 0.1419, 0.3783, 0.4403, 0.5089, 0.3429, -0.2949, -0.6007, 1.1561, -0.6118, -0.3312, -0.1015, -1.1116, -0.7597, 0.2697, 0.3694, 0.2130, 0.1495, 0.4030, 0.1253, 0.2925, 0.4279, -0.6026, 1.1447, -0.6244, -0.4393, 0.0381, -0.9779, -0.8244, 0.1509, 0.3716, 0.4573, 0.1523, 0.2138, 0.3303, 0.2177, 0.4151, -0.6104, 1.1395, -0.6055, -0.3248, -0.0785, -1.1294, -0.7913, 0.4058, 0.1162, 0.4033, 0.2852, 0.2812, 0.1200, 0.3360, 0.4426, -0.6146, 1.0920, -0.6672, -0.2245, -0.0214, -1.0638, -0.2412, 0.2741, 0.2719, 0.4179, 0.3167, 0.0498, -0.1291, 0.0398, 0.4366, -0.6704, 1.2862, -0.6083, -0.3019, 0.1152, -1.2029, 0.9584, 0.3672, -0.0372, 0.3775, 0.2994, 0.3056, -0.4118, 0.1139, -0.5073, -0.3145, 0.2607, -0.4711, -0.2785, -0.1132, -0.5745, -0.4051, 0.5130, 0.2688, 0.3311, 0.3822, 0.3611]}

(3)
{"formula": "C5H7N", "method": "ωB97M-V/def2-TZVPD", "lumo_energy_ha": -0.0014, "gap_ev": 8.98, "multiplicity": 1, "homo_energy_ev": -9.02, "molar_mass_g_mol": 81.12, "relative_energy_kj_mol": 443.5, "e_tot_ha": -249.30434, "elements": ["N", "C", "C", "C", "C", "C", "H", "H", "H", "H", "H", "H", "H"], "coordinates": [[-0.4264, 2.8187, -0.5134], [-0.4218, 1.6772, -0.7078], [-0.4288, 0.2158, -0.9019], [0.8928, -0.4006, -0.4078], [0.5233, -0.5883, 1.0583], [-1.3876, -0.5600, 0.0172], [-0.6428, 0.0097, -1.9573], [1.0191, -1.3775, -0.8837], [1.7817, 0.2086, -0.5851], [1.0857, -1.3403, 1.6200], [0.4609, 0.3418, 1.6249], [-1.9215, 0.1422, 0.6794], [-0.5345, -1.1473, 0.9572]], "atomic_forces_ev_per_a": [[0.01, -1.08, -0.20], [-0.03, 0.95, 0.23], [0.02, -0.04, -0.09], [0.08, -0.01, -0.06], [0.11, 0.14, 0.04], [0.05, 0.18, 0.04], [0.03, 0.04, 0.18], [-0.01, 0.16, 0.06], [-0.12, -0.10, 0.01], [-0.15, 0.06, -0.10], [-0.03, -0.13, -0.12], [0.11, -0.13, -0.06], [-0.06, -0.04, 0.07]], "mulliken_charge": [-0.4559, 0.0493, 0.2399, -0.5717, -0.7333, -0.7257, 0.3577, 0.2889, 0.3300, 0.4001, 0.3334, 0.2561, 0.2312]}

(4)
{"formula": "Cl2H2OSi", "method": "ωB97M-V/def2-TZVPD", "lumo_energy_ha": -0.0281, "gap_ev": 10.41, "multiplicity": 1, "homo_energy_ev": -11.17, "molar_mass_g_mol": 117.01, "relative_energy_kj_mol": 284.1, "e_tot_ha": -1286.34894, "elements": ["O", "Si", "Cl", "Cl", "H", "H"], "coordinates": [[1.5348, -1.2706, 2.2380], [0.4742, -0.4504, 2.9829], [-0.0635, 0.0017, -0.5522], [-1.3908, 0.4487, 2.3645], [0.3116, -1.0855, -0.0043], [0.6874, 0.1157, 4.2556]], "atomic_forces_ev_per_a": [[-1.36, 0.46, 0.33], [-0.70, 0.44, -1.93], [0.03, 0.17, -0.51], [1.70, -1.13, 0.78], [0.21, -0.22, 0.16], [0.12, 0.28, 1.17]], "mulliken_charge": [-0.4205, 0.6788, -0.2614, -0.1934, 0.2437, -0.0471]}